A) # C12H33IN3O3

A cluster of 4 separate species, C12H33IN3O3 in total (ωB97M-V/def2-TZVPD, the OMol25 dataset).

Positions of all 52 atoms, in Å:
I 2.4500 -1.4689 0.0896
O -0.9879 -2.3614 5.7473
O -0.1305 3.7287 -1.0125
O -1.5082 -0.5224 -3.7796
N 0.5195 -2.1664 3.2798
N -0.8746 -0.0205 -0.7170
N 1.1085 -2.2608 -3.4348
C -0.0300 -1.4338 5.5968
C 0.8397 4.5942 -0.6542
C 0.0374 2.3057 -0.6564
C -2.6716 -0.1701 -4.5342
C -0.9288 1.2899 -1.2704
C -0.2434 -0.5344 -4.4990
C 1.1322 -1.8754 4.5749
C 2.3204 -0.4280 -4.3751
C -2.0405 -1.7998 6.5981
C 2.2606 -0.9230 4.4281
C -2.3642 1.6905 -1.2703
C 1.0436 -0.8340 -3.7230
H -2.8449 1.5794 -0.2984
H 1.0461 1.9835 -0.9145
H -3.0367 1.0470 -1.8377
H -0.4231 -1.2656 -5.2872
H 1.5207 -2.8249 4.9430
H 3.1882 -0.8230 -3.8468
H -2.4509 0.2864 -5.4991
H 0.3485 -1.2492 6.6022
H -2.4725 2.6799 -1.7145
H -0.2005 -1.4659 3.1753
H 2.7040 -0.7163 5.4021
H 1.1739 -1.8276 2.5891
H -2.5901 -2.6009 7.0924
H -2.7838 -1.2461 6.0244
H 2.3688 -0.9290 -5.3419
H 1.6494 -2.6672 -4.1847
H -3.1820 -1.1289 -4.6252
H 0.8586 4.8451 0.4063
H -0.6205 1.3395 -2.3147
H -0.0806 0.3902 -5.0527
H -3.2433 0.5075 -3.9001
H 0.5272 5.4239 -1.2883
H -0.4168 -0.4703 5.2648
H 0.1161 -0.0377 -0.5213
H -1.2836 0.1801 0.1844
H 1.8451 4.4089 -1.0322
H 1.7543 -2.3844 -2.6682
H 1.0162 -0.2226 -2.8210
H -0.0641 2.1709 0.4205
H 1.8558 -0.0583 3.9022
H 2.4194 0.6574 -4.3849
H -1.7035 -1.0235 7.2852
H 3.0725 -1.3683 3.8531

The charge is -1. Its LUMO energy is 2.84 eV. For the orbital gap, the calculation gives 6.93 eV.

=====

B) # C12H33IN3O3

A cluster of 4 separate species, C12H33IN3O3 in total (ωB97M-V/def2-TZVPD, the OMol25 dataset).

Positions of all 52 atoms, in Å:
I 0.1498 0.1231 0.2985
O 2.5800 3.7229 -0.5044
O -2.0728 -4.5600 2.9947
O -0.4422 -2.0023 -3.5851
N 2.8641 2.0916 1.8588
N 0.4534 0.6310 -3.2055
N 0.1051 -2.3829 3.0917
C -1.3705 -1.0560 4.5931
C -1.0308 -2.4876 4.0599
C -1.3965 -0.9475 -3.5148
C 4.0683 4.2297 1.8803
C 1.8961 4.0594 -1.6884
C 2.6215 3.5580 1.9203
C -1.0583 -3.2393 -4.1046
C -0.4471 0.2572 -5.5000
C -3.2355 -5.2743 2.5606
C -0.7675 0.3549 -4.0065
C 1.8105 3.9952 0.7148
C -2.3500 -3.2421 3.5485
H -0.6792 -3.0693 4.9120
H -0.0722 -0.7095 -5.8362
H 1.8116 5.0818 0.8009
H 0.8228 3.5730 0.5294
H 0.6316 -1.5822 3.4107
H 0.1263 1.0051 -2.3262
H -3.9233 -4.6485 1.9920
H -1.8899 -3.6060 -3.5028
H -0.0904 -1.9611 2.1950
H -1.7298 -0.8918 -2.4785
H 2.0010 1.6231 1.6230
H -3.0575 -6.1073 1.8804
H 4.5599 4.0530 0.9236
H 2.0415 3.7662 2.8194
H 3.3646 1.9176 0.9990
H 0.1651 1.0639 -5.9032
H -1.7335 -0.3121 3.8839
H -2.7765 -2.5476 2.8247
H 1.3898 3.1962 -2.1204
H 1.1292 4.8336 -1.6676
H -1.4807 1.1689 -3.8771
H 4.7465 3.7962 2.6153
H -0.5243 -0.5920 5.0997
H 2.6129 4.4075 -2.4322
H 0.7548 1.4953 -3.6324
H -3.8429 -5.5998 3.4051
H 4.0667 5.3187 1.9277
H -3.0531 -3.2941 4.3798
H -1.5866 -3.1115 -5.0494
H -2.0971 -1.1581 5.3991
H -0.3612 -4.0772 -4.1029
H -1.4388 0.2561 -5.9523
H -2.2648 -1.1195 -4.1510

The charge is -1. Its LUMO energy is 2.97 eV. For the orbital gap, the calculation gives 7.05 eV.

=====

B) is favored, and the nearest alternative lies 0.0206 hartree above it.

=====

A) # C2H7NS

A structure of composition C2H7NS (ωB97M-V/def2-TZVPD, the OMol25 dataset).

Positions of all 11 atoms, in Å:
S 0.5567 -2.6891 -0.4385
N 0.3137 0.1576 -0.1165
C -1.0052 0.5050 0.3678
C 1.1742 1.0979 -0.2803
H -1.0413 1.5844 0.5862
H -1.2448 -0.0888 1.2560
H 2.2306 0.8679 -0.5097
H -1.7508 0.3038 -0.3928
H -0.7125 -2.8173 0.0086
H 0.8246 2.1399 -0.2292
H 0.6549 -1.0613 -0.2517

The charge is 0. Its LUMO energy is -0.07 eV. For the orbital gap, the calculation gives 7.64 eV.

=====

B) # C2H7NS

A cluster of 2 separate species, C2H7NS in total (ωB97M-V/def2-TZVPD, the OMol25 dataset).

Positions of all 11 atoms, in Å:
S -1.1432 -1.3272 -1.6765
N 0.2336 0.7071 -0.1064
C 1.1018 -0.2053 -0.4963
C -0.3858 0.8354 1.1877
H -0.2666 1.1358 -0.8647
H -1.3801 0.3925 1.2269
H 1.9019 0.0361 -1.1912
H 0.1859 0.3238 1.9403
H -0.8378 -2.6001 -1.4189
H -0.4764 1.8905 1.4558
H 1.0667 -1.1886 -0.0569

The charge is 0. Its LUMO energy is -0.80 eV. For the orbital gap, the calculation gives 6.79 eV.

=====

C) # C2H7NS

A cluster of 2 separate species, C2H7NS in total (ωB97M-V/def2-TZVPD, the OMol25 dataset).

Positions of all 11 atoms, in Å:
S 1.0646 2.3676 1.4765
N 0.8992 -0.5357 -0.2171
C -1.4587 -1.0720 -0.5087
C -0.4595 -0.2145 -0.6586
H 1.6480 -0.2304 -0.8580
H 1.0747 -1.5434 -0.1387
H 0.3916 3.3561 2.0261
H 1.1662 -0.0165 0.6505
H -0.5096 0.8627 -0.7883
H -1.3606 -2.1063 -0.1597
H -2.4559 -0.8674 -0.8239

The charge is 0. Its LUMO energy is -0.30 eV. For the orbital gap, the calculation gives 6.16 eV.

=====

A) is favored, and the nearest alternative lies 0.0388 hartree above it.

=====

A) # C4H10O2S

A cluster of 2 separate species, C4H10O2S in total (ωB97M-V/def2-TZVPD, the OMol25 dataset).

Positions of all 17 atoms, in Å:
S -2.1293 2.4878 -0.4532
O 2.4497 -1.0290 2.3528
O -1.1530 -2.6153 -1.1708
C 0.5292 -0.8215 -0.8163
C -0.6945 -1.7882 -0.3464
C -0.0411 0.6958 -0.9879
C -1.3324 0.8480 -0.1985
H 0.7876 -1.1478 -1.8689
H -1.1106 -1.5280 0.7775
H 3.1344 -0.5632 2.0887
H 2.2447 -0.7557 3.2457
H 0.6842 1.3678 -0.6704
H 1.3532 -0.7897 -0.1276
H -0.2121 0.9368 -2.1141
H -2.2031 0.2454 -0.6478
H -1.1970 3.4329 -0.0203
H -1.1100 1.0238 0.9575

Its SMILES is O=CCCCS.O. The charge is 0. Its LUMO energy is 0.47 eV. For the orbital gap, the calculation gives 9.48 eV.

=====

B) # C4H10O2S

A cluster of 2 separate species, C4H10O2S in total (ωB97M-V/def2-TZVPD, the OMol25 dataset).

Positions of all 17 atoms, in Å:
S -0.7643 -0.9062 -0.9890
O -0.6029 -0.4051 -2.5749
O 0.2341 1.0234 1.7049
C 1.8172 -0.1592 -0.8596
C -1.0304 1.4104 1.2229
C -2.1332 0.9543 1.8348
C 0.8943 -1.3752 -0.6643
H -3.1043 1.3647 1.5695
H -1.9630 0.2952 2.5834
H 2.8892 -0.4523 -0.9653
H 0.8059 -1.6660 0.4359
H -0.7975 1.9745 0.3556
H -0.5527 -1.2287 -3.0899
H -0.0459 0.2618 2.3980
H 1.6024 0.5907 0.0508
H 1.1315 -2.2702 -1.3599
H 1.6195 0.5880 -1.6530

Its SMILES is C=CO.CCSO. The charge is 0. Its LUMO energy is 0.67 eV. For the orbital gap, the calculation gives 9.12 eV.

=====

A) is favored, and the nearest alternative lies 0.0137 hartree above it.

=====

A) # H8O4

A cluster of 4 separate species, H8O4 in total (ωB97M-V/def2-TZVPD, the OMol25 dataset).

Positions of all 12 atoms, in Å:
O 6.6746 -6.8817 -30.7745
O 4.2909 -7.3566 -29.0314
O 6.1920 -11.5304 -29.6002
O 4.7224 -8.8739 -31.3280
H 6.7434 -7.2587 -29.8711
H 4.9292 -9.7234 -30.9574
H 5.6657 -12.3084 -29.6888
H 5.4634 -8.2873 -31.3798
H 5.6724 -10.9349 -29.0829
H 4.0994 -7.8005 -29.8491
H 6.6408 -5.9380 -30.5924
H 4.7265 -7.9814 -28.4371

Its SMILES is O.O.O.O. The charge is 0. Its LUMO energy is 0.25 eV. For the orbital gap, the calculation gives 11.37 eV.

=====

B) # H8O4

A cluster of 4 separate species, H8O4 in total (ωB97M-V/def2-TZVPD, the OMol25 dataset).

Positions of all 12 atoms, in Å:
O 12.5450 -20.2070 -34.1600
O 13.0550 -17.6980 -32.8890
O 10.5100 -21.6210 -32.8690
O 13.7660 -20.2180 -31.6690
H 12.6640 -17.3790 -33.6830
H 13.5350 -20.3370 -32.5660
H 14.4750 -19.6430 -31.5620
H 11.7250 -20.6950 -33.8480
H 14.0120 -17.7030 -33.0920
H 12.5410 -19.3340 -33.7720
H 9.7680 -21.4900 -32.2980
H 11.2710 -21.8380 -32.2510

Its SMILES is O.O.O.O. The charge is 0. Its LUMO energy is 0.56 eV. For the orbital gap, the calculation gives 11.48 eV.

=====

A) is favored, and the nearest alternative lies 0.0039 hartree above it.

=====

A) # C7H9F3S

A cluster of 2 separate species, C7H9F3S in total (ωB97M-V/def2-TZVPD, the OMol25 dataset).

Positions of all 20 atoms, in Å:
S -1.3344 -1.5585 -0.2844
F -0.2291 1.8707 1.8011
F -1.8826 0.5690 2.3884
F -2.2301 2.2913 1.0338
C 1.1701 -0.7220 -0.0755
C -0.9583 0.1189 -0.5748
C 0.4805 0.3034 -0.5534
C 0.2802 -1.8798 0.4894
C 2.6258 -0.7256 0.0594
C -1.4134 1.3955 1.3770
C -1.8138 0.8902 -1.5333
H 0.1806 -1.8791 1.5468
H -2.7407 1.2601 -1.1268
H 3.2136 -1.0844 0.9683
H -1.1784 1.7407 -1.6569
H 3.0691 -1.4594 -0.6475
H -1.9274 0.3253 -2.4603
H 0.7321 -2.8952 0.2168
H 0.9578 1.1540 -0.7942
H 2.9985 0.2851 -0.1738

The charge is 0. Its LUMO energy (alpha / beta) is 0.39 / 0.39 eV. For the orbital gap (alpha / beta), the calculation gives 8.09 / 8.09 eV.

=====

B) # C7H9F3S

An isolated molecule of C7H9F3S (ωB97M-V/def2-TZVPD, the OMol25 dataset).

Positions of all 20 atoms, in Å:
S 0.9006 -1.5470 -0.6027
F -0.0480 -0.5553 -3.2812
F -1.8265 -0.9200 -1.9986
F -1.2643 1.0520 -2.7068
C -0.7895 0.1550 2.7045
C 0.5691 -1.4664 1.1900
C -0.7959 -0.0982 -2.2711
C 1.3602 0.9562 -1.5135
C 0.2228 0.1037 -0.9395
C -0.5100 0.4576 0.2667
C -0.2778 -0.2144 1.3816
H 2.1531 0.9599 -0.8617
H 0.0803 -2.3528 1.4411
H -1.1810 1.1286 2.7227
H -1.6395 -0.3971 3.1366
H 0.9718 2.0527 -1.8070
H -1.0308 1.4586 0.3293
H -0.0955 0.2714 3.3935
H 1.5228 -1.5567 1.8164
H 1.6780 0.5121 -2.4001

Its SMILES is CC1=C[C@](C)(C(F)(F)F)SC1. The charge is 0. Its LUMO energy is 0.70 eV. For the orbital gap, the calculation gives 9.45 eV.

=====

B) is favored, and the nearest alternative lies 0.0735 hartree above it.